No. 1
DFT (wB97M-V/def2-TZVPD) results for one molecule with the formula C7H10O4SSi in a non-equilibrium geometry.

As for the electronic energy: -34324.317 eV. The highest occupied orbital energy comes out at -9.71 eV. Its SMILES is Cc1ccc(S(=O)(=O)O[SiH2]O)cc1. As for the gap between HOMO and LUMO: 10.32 eV. As for the energy above the lowest of the compared OMol25 structures with the same formula, charge and spin: 33.3 kJ/mol.

Each line ends with the Mulliken charge.
Cartesian coordinates (Å):
C (1.72044, -0.10335, -1.06818)  -0.487
C (1.11375, 1.69809, 0.42435)  -0.551
C (0.86904, -0.97607, -0.42782)  -0.548
C (0.26454, 0.81956, 1.07666)  -0.515
C (1.91877, 1.25799, -0.63571)  0.783
C (0.18057, -0.43657, 0.57933)  0.430
C (2.90584, 2.20304, -1.23435)  -1.360
O (-1.70788, -2.00171, 0.03723)  -0.287
O (-0.19620, -2.69243, 1.86793)  -0.605
O (-3.77287, -0.64674, 0.98845)  -0.377
O (-1.89388, -0.95169, 2.27527)  -0.736
Si (-3.37474, -1.41462, -0.28267)  0.234
S (-0.93787, -1.58980, 1.33655)  1.265
H (2.45084, -0.56935, -1.84170)  0.196
H (1.22872, 2.70195, 0.75600)  0.368
H (0.89715, -2.02071, -0.68574)  0.426
H (-0.41924, 1.17588, 1.86867)  0.430
H (3.90247, 1.76377, -1.56691)  0.279
H (2.30248, 2.45011, -2.14873)  0.318
H (2.96745, 3.16963, -0.82152)  0.379
H (-4.25561, -2.72418, -0.64621)  -0.070
H (-3.05916, -0.63965, 1.58694)  0.517
H (-3.10462, -0.47313, -1.43785)  -0.091

---

No. 2
DFT (wB97M-V/def2-TZVPD) results for a 2-piece molecular cluster, C7H10O5S overall in a non-equilibrium geometry.

As for the electronic energy: -28487.223 eV. As for the total charge: -2. The highest occupied orbital energy comes out at 0.21 eV. As for the gap between HOMO and LUMO: 5.60 eV. As for the energy above the lowest of the compared OMol25 structures with the same formula, charge and spin: 313.3 kJ/mol.

Each line ends with the Mulliken charge.
Cartesian coordinates (Å):
C (-1.73433, -1.41245, 0.02389)  0.322
C (1.06541, 0.81856, 0.90647)  -0.795
C (-3.00582, -1.87993, 0.06235)  0.029
C (-0.72842, -1.74791, 1.16973)  -0.627
C (0.70318, 0.21986, -1.58155)  -1.104
C (-0.84457, 1.73983, -0.32149)  -1.193
C (0.55000, 1.29921, -0.44503)  0.785
O (-2.28152, -2.64245, -0.78159)  -0.565
O (2.10933, 1.91778, 1.37356)  -0.390
O (-4.18892, -1.90600, 0.32543)  -0.739
O (3.59726, 1.15501, -0.47772)  -0.634
O (3.66702, -0.09375, 1.61034)  -0.691
S (2.83802, 0.67340, 0.70216)  0.882
H (-1.00019, -2.67117, 1.82200)  0.358
H (0.26107, -1.79732, 0.73440)  0.098
H (-0.74046, -0.89031, 1.90038)  0.210
H (0.81240, 0.56266, -2.61437)  0.319
H (-0.13548, -0.53786, -1.58626)  0.268
H (1.55585, -0.34091, -1.22898)  0.256
H (-1.31902, 0.85775, -0.57232)  0.073
H (-1.14603, 2.04636, 0.76437)  0.266
H (-1.19682, 2.44025, -0.97695)  0.408
H (1.16204, 2.18939, -0.80882)  0.462

---

No. 3
DFT (wB97M-V/def2-TZVPD) results for one molecule with the formula C7H11BO3 in a non-equilibrium geometry.

As for the electronic energy: -14257.945 eV. The highest occupied orbital energy comes out at -9.06 eV. Its SMILES is CC1=C(B(O)O)C(=O)C[C@H]1C. As for the gap between HOMO and LUMO: 9.39 eV. As for the energy above the lowest of the compared OMol25 structures with the same formula, charge and spin: 115.2 kJ/mol.

Each line ends with the Mulliken charge.
Cartesian coordinates (Å):
B (-2.00661, -1.57384, 1.19223)  0.697
C (-0.56492, -1.22151, 0.50666)  -0.203
C (0.30237, -0.22160, 0.62191)  0.214
C (-0.15617, -2.06506, -0.63774)  0.459
C (0.99654, -1.34017, -1.30895)  -0.890
C (1.19197, -0.04063, -0.60880)  0.740
C (0.06020, 0.99454, 1.52555)  -1.347
C (0.58122, 1.06227, -1.47741)  -1.777
O (-0.68088, -3.12615, -0.93242)  -0.673
O (-3.08554, -1.05182, 0.47494)  -0.555
O (-2.06961, -2.43410, 2.21018)  -0.502
H (1.78603, -2.08777, -1.21239)  0.308
H (0.63043, -1.34595, -2.34482)  0.258
H (2.19770, 0.23454, -0.20430)  0.455
H (0.93183, 1.09263, 2.08711)  0.419
H (-0.62760, 0.67941, 2.39114)  0.278
H (-0.33314, 1.77296, 0.86348)  0.314
H (-0.54473, 0.94432, -1.50157)  0.327
H (0.86491, 0.95529, -2.43866)  0.575
H (0.93732, 2.04447, -1.11396)  0.353
H (-3.95173, -1.43489, 0.69735)  0.270
H (-2.88182, -2.74189, 2.55071)  0.280

---

No. 4
DFT (wB97M-V/def2-TZVPD) results for C7H11BeFNO2 as an isolated structure in a non-equilibrium geometry.

As for the electronic energy: -16127.291 eV. As for the total charge: +1. The highest occupied orbital energy comes out at -11.35 eV. As for the gap between HOMO and LUMO: 3.75 eV.

Each line ends with the Mulliken charge.
Cartesian coordinates (Å):
C (-0.17637, -1.75573, -1.71850)  -1.387
C (0.94180, -0.82269, -1.29846)  0.796
O (2.04503, -1.51999, -0.77069)  -0.566
C (0.59951, 0.26385, -0.21308)  -0.619
C (-0.44784, -0.07860, 0.72785)  0.082
O (-1.68447, -0.15155, 0.18370)  -0.331
C (-2.31445, 0.99210, 0.03900)  0.528
N (-2.83736, 1.99018, -0.16472)  -0.311
C (-0.48988, 0.34668, 2.13901)  0.344
C (-0.00023, 1.80256, 2.27607)  -1.203
F (-1.71727, 0.15655, 2.66099)  -0.280
H (0.10883, -2.32778, -2.60221)  0.436
H (-0.38914, -2.46237, -0.90967)  0.413
H (-1.09759, -1.22055, -1.95256)  0.319
H (1.28908, -0.22990, -2.17797)  -0.065
H (2.28258, -2.24145, -1.36628)  0.343
H (0.37592, 1.25676, -0.63150)  0.464
H (1.52666, 0.34848, 0.36364)  0.403
H (0.21527, -0.28875, 2.70384)  0.403
H (1.08619, 1.82970, 2.34876)  0.406
H (-0.32555, 2.44595, 1.45806)  0.375
H (-0.42294, 2.17921, 3.20806)  0.365
Be (1.44513, -0.66565, -4.29141)  0.087

---

No. 5
DFT (wB97M-V/def2-TZVPD) results for an isolated ion of composition C7H11Br2N2 and charge +1 in a non-equilibrium geometry.

As for the electronic energy: -150490.569 eV. As for the total charge: +1. The highest occupied orbital energy (spin up / spin down) comes out at -12.30 / -12.30 eV. As for the gap between HOMO and LUMO (spin up / spin down): 8.25 / 8.26 eV. As for the energy above the lowest of the compared OMol25 structures with the same formula, charge and spin: 267.4 kJ/mol.

Each line ends with the Mulliken charge.
Cartesian coordinates (Å):
C (-1.72814, -0.10346, 0.65368)  -0.423
C (0.45141, 0.33826, 1.69778)  -1.007
C (-0.84935, 0.18034, 1.69943)  0.578
C (-1.32013, -0.03296, -0.57399)  0.022
C (1.00704, 0.67532, -0.64977)  -0.327
C (1.27406, -1.51654, 0.27994)  -0.963
C (-2.03159, -0.32186, -1.81649)  -0.675
N (1.08055, 2.03594, -0.57738)  -0.314
N (1.35430, -0.12824, 0.59306)  0.106
Br (-1.69937, 0.53976, 3.37015)  -0.102
Br (-0.71794, -1.02906, -3.18580)  -0.148
H (-2.75804, -0.38673, 0.91927)  0.399
H (1.00867, 0.65989, 2.58193)  0.434
H (1.49824, 0.36289, -1.57276)  0.487
H (0.75570, -2.02462, -0.48699)  0.334
H (2.20118, -1.87091, -0.01058)  0.521
H (1.13191, -2.12201, 1.19512)  0.388
H (-2.29760, 0.58681, -2.39365)  0.371
H (-2.68063, -1.17757, -1.60647)  0.419
H (1.19208, 2.53423, 0.28818)  0.211
H (0.80067, 2.60263, -1.33941)  0.230
H (2.32698, 0.19788, 0.93477)  0.457

---

No. 6
DFT (wB97M-V/def2-TZVPD) results for C7H11BrNO8P2Ti as an isolated structure.

The spin multiplicity is 2. The expectation value of S² is 0.752. As for the electronic energy: -137035.043 eV. As for the total charge: +2. The highest occupied orbital energy (spin up / spin down) comes out at -16.87 / -16.91 eV. As for the gap between HOMO and LUMO (spin up / spin down): 9.31 / 9.76 eV. As for the energy above the lowest of the compared OMol25 structures with the same formula, charge and spin: 4.3 kJ/mol.

Each line ends with the Mulliken charge.
Cartesian coordinates (Å):
Ti (-0.10272, -0.64467, 1.23875)  0.933
C (-0.41764, -4.81014, 0.89831)  -1.556
C (-0.19677, -3.31559, 0.78121)  0.853
O (-0.00628, -2.66606, 2.09145)  -0.378
P (1.43248, -2.85590, 0.07642)  0.890
O (1.56451, -3.24610, -1.42265)  -0.470
O (2.51714, -3.66917, 0.81845)  -0.485
O (1.52374, -1.35946, 0.37633)  -0.526
P (-1.71676, -2.47228, -0.01918)  0.903
O (-0.98873, -1.76128, -1.27921)  -0.476
O (-2.80854, -3.38190, -0.28541)  -0.630
O (-1.88057, -1.24545, 0.95621)  -0.409
H (0.37837, -5.27323, 1.48098)  0.462
H (-0.44017, -5.25193, -0.09923)  0.428
H (-1.38899, -5.01457, 1.35017)  0.467
H (-0.58448, -3.06787, 2.75730)  0.328
H (1.14011, -2.67971, -2.08527)  0.372
H (3.17090, -4.17788, 0.31258)  0.388
H (-1.55214, -1.64793, -2.06258)  0.349
O (-0.10106, 4.01019, 5.21680)  -0.440
C (-0.00868, 2.91503, 4.49962)  0.921
C (0.33919, 1.65704, 5.02128)  -0.630
C (0.39759, 0.58045, 4.17914)  -0.575
N (0.13857, 0.67884, 2.85504)  -0.141
C (-0.18281, 1.89633, 2.38683)  0.234
Br (-0.48696, 1.89180, 0.49922)  -0.030
C (-0.28022, 3.03701, 3.12279)  -0.447
H (0.09432, 3.87446, 6.15519)  0.342
H (0.55970, 1.53135, 6.07251)  0.373
H (0.66297, -0.40329, 4.54298)  0.471
H (-0.54257, 3.99230, 2.69197)  0.482